Molecular formula: C54H64MgNO4
Method: DFT, the ωB97M-V functional and the def2-TZVPD basis

Values from the calculation:
Lowest unoccupied orbital energy   0.0828 Ha
Total charge   -1
M   815.41 g mol⁻¹
Energy   -72169.1300 eV
Orbital gap   6.761 eV

Each line ends with the Mulliken charge.
Geometry (Å):
Mg1 2.961 0.226 -0.062  2.102
C1 3.473 0.494 3.392  -1.498
O1 2.641 0.385 2.244  -0.232
C2 1.275 0.417 2.520  -0.097
C3 0.634 1.655 2.566  0.854
C4 1.340 2.971 2.299  -1.203
C5 0.904 3.553 0.978  0.087
C6 -0.005 4.593 0.893  -0.927
C7 -0.489 5.072 -0.328  -0.071
C8 -0.004 4.457 -1.479  -0.506
C9 0.910 3.409 -1.434  0.233
C10 1.357 2.684 -2.678  -1.392
C11 0.652 1.349 -2.824  0.110
C12 -0.709 1.327 -3.092  -0.403
C13 -1.432 0.142 -3.191  -0.039
C14 -0.745 -1.047 -2.990  -0.292
C15 0.620 -1.083 -2.713  0.201
C16 1.263 -2.426 -2.425  -1.053
C17 0.772 -2.985 -1.112  0.534
C18 -0.179 -3.991 -1.040  -0.685
C19 -0.684 -4.457 0.175  0.257
C20 -0.190 -3.856 1.333  -0.622
C21 0.763 -2.847 1.298  -0.088
C22 1.240 -2.139 2.541  -0.869
C23 0.584 -0.777 2.671  0.278
C24 -0.791 -0.709 2.897  -0.398
C25 -1.471 0.497 2.969  -0.205
C26 -0.732 1.666 2.797  -0.614
C27 -2.982 0.594 3.185  2.703
C28 -3.631 -0.783 3.312  -2.327
C29 -3.615 1.312 1.987  -1.541
C30 -3.273 1.393 4.462  -1.894
C31 1.265 -2.395 0.067  -0.243
O2 2.162 -1.454 0.011  -0.082
C32 -1.795 -5.506 0.208  2.208
C33 -1.530 -6.618 -0.815  -1.877
C34 -3.131 -4.830 -0.134  -1.280
C35 -1.926 -6.156 1.587  -2.027
C36 1.300 0.127 -2.651  0.246
O3 2.656 0.134 -2.332  -0.517
C37 3.552 -0.083 -3.417  -0.957
C38 -2.937 0.193 -3.457  2.544
C39 -3.620 0.915 -2.290  -1.768
C40 -3.214 0.962 -4.755  -1.847
C41 -3.548 -1.201 -3.581  -2.309
C42 1.382 2.939 -0.198  0.345
O4 2.226 1.950 -0.129  -1.507
C43 -1.516 6.204 -0.345  2.311
C44 -2.773 5.767 0.422  -1.558
C45 -1.937 6.576 -1.766  -2.119
C46 -0.931 7.454 0.326  -1.831
H1 3.061 1.228 4.088  0.472
H2 3.560 -0.476 3.889  0.173
H3 4.452 0.823 3.048  0.364
H4 1.091 3.673 3.099  0.638
H5 2.420 2.825 2.299  0.157
H6 -0.353 5.038 1.822  0.379
H7 -0.343 4.784 -2.456  0.439
H8 1.128 3.298 -3.554  0.702
H9 2.435 2.526 -2.644  0.128
H10 -1.214 2.282 -3.204  0.488
H11 -1.266 -1.995 -3.021  0.515
H12 1.007 -3.118 -3.232  0.732
H13 2.348 -2.328 -2.395  -0.002
H14 -0.535 -4.416 -1.974  0.151
H15 -0.543 -4.180 2.306  0.332
H16 0.988 -2.738 3.421  0.797
H17 2.323 -2.025 2.502  -0.343
H18 -1.324 -1.647 2.994  0.593
H19 -1.232 2.630 2.808  0.525
H20 -3.464 -1.389 2.420  0.407
H21 -3.248 -1.335 4.173  0.403
H22 -4.710 -0.666 3.441  0.451
H23 -3.438 0.752 1.070  0.201
H24 -4.695 1.408 2.129  0.500
H25 -3.202 2.313 1.845  0.274
H26 -2.806 0.922 5.329  0.381
H27 -2.891 2.412 4.390  0.303
H28 -4.351 1.448 4.637  0.483
H29 -1.582 -6.250 -1.840  0.332
H30 -0.542 -7.059 -0.668  0.409
H31 -2.280 -7.407 -0.714  0.466
H32 -3.088 -4.365 -1.122  0.269
H33 -3.951 -5.555 -0.130  0.457
H34 -3.360 -4.047 0.593  0.067
H35 -0.981 -6.590 1.919  0.438
H36 -2.252 -5.440 2.344  0.320
H37 -2.675 -6.952 1.548  0.435
H38 3.027 -0.559 -4.246  0.455
H39 3.969 0.872 -3.747  0.217
H40 4.353 -0.732 -3.070  -0.067
H41 -3.221 1.922 -2.151  0.285
H42 -4.696 0.994 -2.466  0.488
H43 -3.463 0.369 -1.359  0.331
H44 -2.867 1.995 -4.692  0.297
H45 -2.711 0.491 -5.602  0.385
H46 -4.288 0.982 -4.959  0.464
H47 -3.426 -1.780 -2.663  0.382
H48 -4.619 -1.114 -3.779  0.451
H49 -3.100 -1.768 -4.401  0.419
H50 -3.217 4.884 -0.043  0.245
H51 -2.540 5.514 1.457  0.311
H52 -3.519 6.568 0.430  0.476
H53 -2.382 5.725 -2.287  0.347
H54 -2.681 7.376 -1.732  0.436
H55 -1.091 6.930 -2.359  0.404
H56 -0.669 7.256 1.367  0.303
H57 -0.024 7.778 -0.188  0.379
H58 -1.653 8.275 0.310  0.472
C47 5.195 0.106 -0.026  -1.632
C48 5.580 -1.241 0.311  1.052
C49 5.809 -2.232 -0.673  -0.362
C50 6.085 -3.541 -0.351  -0.952
C51 6.160 -3.948 0.983  0.520
C52 5.956 -2.992 1.980  -0.938
C53 5.680 -1.684 1.652  -0.210
C54 6.460 -5.313 1.321  0.044
N1 6.709 -6.404 1.596  -0.621
H59 5.522 0.431 -1.016  0.674
H60 5.463 0.847 0.730  0.531
H61 5.773 -1.950 -1.718  0.219
H62 6.249 -4.267 -1.138  0.459
H63 6.019 -3.286 3.021  0.437
H64 5.531 -0.964 2.449  0.328


Molecular formula: C54H67As2BN6OPRhS
Method: DFT, the ωB97M-V functional and the def2-TZVPD basis

Values from the calculation:
2S+1   5
Lowest unoccupied orbital energy (alpha / beta)   -0.1483 / -0.2775 Ha
Total charge   +2
M   1142.77 g mol⁻¹
Energy   -213547.8751 eV
Orbital gap (alpha / beta)   7.657 / 4.562 eV

Each line ends with the Mulliken charge.
Geometry (Å):
Rh1 -1.131 -0.067 -0.679  0.677
C1 -0.718 -2.026 2.482  -0.952
C2 -0.966 -0.559 2.593  -0.096
C3 -1.164 0.188 3.763  -1.700
C4 -1.414 1.479 3.346  0.817
C5 -1.729 2.687 4.166  -1.520
N1 -1.355 1.491 1.997  0.102
N2 -1.073 0.242 1.534  2.521
B1 -1.693 2.644 1.041  -1.797
N3 -0.521 2.988 0.056  0.810
N4 -0.370 2.211 -1.052  0.780
C6 0.195 2.960 -1.986  -0.459
C7 0.348 2.458 -3.389  -0.991
C8 0.482 4.235 -1.467  -0.916
C9 -0.007 4.217 -0.174  0.640
C10 -0.056 5.321 0.831  -1.560
N5 -2.920 2.329 0.138  0.464
N6 -2.833 1.384 -0.839  0.850
C11 -3.803 1.609 -1.714  -0.006
C12 -3.884 0.837 -2.990  -1.442
C13 -4.575 2.697 -1.281  -1.618
C14 -3.978 3.134 -0.116  1.008
C15 -4.359 4.277 0.766  -1.313
H1 0.257 -2.292 2.886  0.241
H2 -0.761 -2.359 1.445  -0.377
H3 -1.460 -2.576 3.060  0.576
H4 -1.145 -0.169 4.782  0.575
H5 -1.695 2.427 5.222  0.429
H6 -2.725 3.073 3.942  0.254
H7 -1.017 3.494 3.990  0.212
H8 -1.937 3.613 1.693  -0.101
H9 -0.629 2.396 -3.872  0.267
H10 0.794 1.464 -3.426  0.040
H11 0.966 3.132 -3.983  0.430
H12 0.907 5.080 -1.989  0.670
H13 0.551 6.160 0.491  0.422
H14 0.314 4.992 1.803  0.224
H15 -1.075 5.684 0.973  0.203
H16 -3.336 -0.104 -2.912  0.028
H17 -3.447 1.416 -3.805  0.303
H18 -4.913 0.616 -3.268  0.485
H19 -5.442 3.122 -1.763  0.584
H20 -5.319 4.679 0.448  0.464
H21 -3.623 5.082 0.718  0.146
H22 -4.445 3.964 1.807  0.227
O1 -1.011 -2.512 -1.295  -0.635
S1 -1.094 -3.301 -2.597  0.585
C16 0.165 -4.587 -2.487  -0.234
C17 -0.393 -5.609 -1.507  -0.498
C18 -1.808 -5.878 -2.015  -0.968
C19 -2.432 -4.515 -2.343  0.303
H23 1.103 -4.104 -2.217  -0.417
H24 0.265 -5.004 -3.494  0.652
H25 -0.418 -5.179 -0.503  0.116
H26 0.216 -6.512 -1.475  0.560
H27 -2.421 -6.421 -1.297  0.444
H28 -1.757 -6.484 -2.921  0.318
H29 -2.989 -4.095 -1.510  -0.539
H30 -3.076 -4.519 -3.221  0.578
C20 -4.866 -1.725 -1.092  -1.527
As1 -3.452 -1.324 0.187  0.994
C21 -3.478 -3.016 1.162  -1.528
C22 -4.430 -0.133 1.411  -0.179
C23 -5.448 -0.836 2.257  -0.255
C24 -6.741 -1.060 1.789  -0.304
C25 -7.663 -1.756 2.559  -0.863
C26 -7.306 -2.232 3.812  -0.531
C27 -6.027 -1.996 4.298  -0.757
C28 -5.107 -1.302 3.525  0.035
H31 -5.701 -2.173 -0.555  0.579
H32 -4.509 -2.427 -1.845  0.220
H33 -5.203 -0.817 -1.584  0.387
H34 -4.438 -3.505 0.997  0.550
H35 -3.375 -2.827 2.227  0.373
H36 -2.662 -3.655 0.834  0.319
H37 -4.891 0.620 0.768  0.488
H38 -3.683 0.370 2.025  -0.340
H39 -7.035 -0.667 0.821  0.473
H40 -8.667 -1.916 2.184  0.419
H41 -8.026 -2.772 4.414  0.405
H42 -5.750 -2.346 5.285  0.429
H43 -4.112 -1.104 3.914  0.456
C29 2.825 0.723 -0.531  -1.785
C30 3.199 1.544 -1.757  -0.095
As2 4.848 2.492 -1.366  0.596
C31 6.357 1.382 -1.511  0.555
C32 6.245 0.141 -2.146  -0.228
C33 7.371 -0.651 -2.278  -0.614
C34 8.598 -0.203 -1.800  -0.557
C35 8.711 1.042 -1.190  -0.651
C36 7.594 1.844 -1.048  -0.512
C37 4.722 3.304 0.341  0.350
C38 3.813 4.351 0.504  -0.285
C39 3.656 4.917 1.759  -0.620
C40 4.396 4.440 2.834  -0.661
C41 5.296 3.395 2.666  -0.818
C42 5.471 2.822 1.416  -0.040
P1 1.442 -0.524 -0.724  1.744
C43 2.058 -1.399 -2.202  1.290
C44 1.313 -1.345 -3.376  -1.186
C45 1.785 -1.931 -4.546  -0.694
C46 3.008 -2.584 -4.548  -0.870
C47 3.764 -2.643 -3.381  -0.658
C48 3.297 -2.048 -2.219  -1.387
C49 1.973 -1.576 0.674  0.492
C50 2.342 -0.956 1.872  -0.242
C51 2.829 -1.707 2.932  -0.797
C52 2.928 -3.088 2.821  -0.925
C53 2.522 -3.714 1.652  -0.892
C54 2.051 -2.962 0.584  -0.004
H44 2.560 1.387 0.292  0.787
H45 3.674 0.120 -0.201  1.206
H46 2.470 2.315 -1.975  -0.761
H47 3.369 0.949 -2.654  0.647
H48 5.294 -0.211 -2.526  0.279
H49 7.298 -1.618 -2.760  0.421
H50 9.477 -0.825 -1.913  0.414
H51 9.673 1.388 -0.835  0.411
H52 7.685 2.821 -0.588  0.529
H53 3.233 4.722 -0.332  0.389
H54 2.964 5.738 1.896  0.476
H55 4.275 4.891 3.811  0.442
H56 5.867 3.027 3.509  0.455
H57 6.169 2.006 1.289  0.519
H58 0.349 -0.860 -3.380  0.481
H59 1.190 -1.884 -5.449  0.524
H60 3.373 -3.049 -5.454  0.463
H61 4.715 -3.163 -3.378  0.552
H62 3.892 -2.109 -1.313  0.604
H63 2.234 0.115 2.000  0.248
H64 3.116 -1.213 3.853  0.475
H65 3.308 -3.674 3.648  0.409
H66 2.580 -4.792 1.566  0.476
H67 1.750 -3.462 -0.327  0.341


Molecular formula: C54H67AuO2P3
Method: DFT, the ωB97M-V functional and the def2-TZVPD basis

Values from the calculation:
Lowest unoccupied orbital energy (alpha / beta)   -0.4446 / -0.4444 Ha
Total charge   +3
M   1038.02 g mol⁻¹
Energy   -92715.9571 eV
Orbital gap (alpha / beta)   3.056 / 3.060 eV

Each line ends with the Mulliken charge.
Geometry (Å):
Au1 0.206 -0.114 -1.040  1.699
C1 -4.493 4.222 -0.378  -1.506
C2 -3.031 3.813 -0.144  -0.028
C3 -2.093 4.578 -1.088  -1.324
C4 -2.854 2.344 -0.354  0.413
C5 -3.136 1.772 -1.590  -0.714
C6 -3.025 0.414 -1.814  1.076
C7 -3.696 -0.159 -3.034  0.457
C8 -5.189 -0.367 -2.723  -1.490
C9 -3.569 0.734 -4.272  -1.850
C10 -2.448 -0.418 -0.803  -0.613
C11 -2.279 0.140 0.506  -0.147
C12 -2.476 1.495 0.688  -0.052
C13 -1.972 -0.756 1.693  -0.303
C14 -3.021 -0.571 2.793  -1.413
C15 -0.519 -0.615 2.199  1.456
C16 -2.516 -1.891 -1.011  0.471
C17 -3.702 -2.473 -0.548  -0.306
C18 -4.005 -3.798 -0.799  -1.286
C19 -3.109 -4.583 -1.504  -1.074
C20 -1.910 -4.044 -1.931  -0.466
C21 -1.593 -2.705 -1.686  0.354
P1 0.075 -2.131 -2.175  -0.527
C22 0.196 -2.012 -4.068  2.573
C23 -0.481 -3.204 -4.740  -1.705
C24 -0.533 -0.730 -4.454  -1.771
C25 1.657 -1.887 -4.488  -1.888
C26 1.351 -3.326 -1.433  2.693
C27 1.440 -4.684 -2.128  -1.538
C28 2.723 -2.650 -1.508  -2.497
C29 0.977 -3.509 0.040  -1.066
H1 -4.605 5.291 -0.224  0.470
H2 -5.153 3.699 0.311  0.412
H3 -4.810 3.993 -1.392  0.305
H4 -2.754 4.061 0.886  0.278
H5 -2.388 4.468 -2.128  0.395
H6 -1.076 4.211 -0.974  0.156
H7 -2.117 5.635 -0.840  0.446
H8 -3.522 2.400 -2.375  0.723
H9 -3.282 -1.152 -3.238  -0.073
H10 -5.661 0.567 -2.429  0.362
H11 -5.329 -1.093 -1.929  0.292
H12 -5.690 -0.736 -3.613  0.498
H13 -4.316 1.524 -4.272  0.505
H14 -3.746 0.138 -5.163  0.461
H15 -2.588 1.194 -4.352  0.389
H16 -2.360 1.935 1.666  0.537
H17 -2.050 -1.790 1.343  1.032
H18 -3.112 0.456 3.134  0.226
H19 -2.762 -1.191 3.648  0.429
H20 -4.001 -0.878 2.439  0.419
H21 -1.126 1.184 3.168  0.644
H22 0.123 -0.699 1.315  -0.796
H23 0.963 -1.776 3.206  0.277
H24 -4.400 -1.858 -0.001  0.721
H25 -4.934 -4.212 -0.442  0.511
H26 -3.337 -5.614 -1.720  0.536
H27 -1.210 -4.673 -2.457  0.502
H28 -1.538 -3.263 -4.489  0.344
H29 -0.009 -4.151 -4.496  0.297
H30 -0.406 -3.083 -5.819  0.537
H31 -1.599 -0.841 -4.311  0.139
H32 -0.361 -0.517 -5.507  0.665
H33 -0.178 0.124 -3.873  0.266
H34 2.204 -2.817 -4.378  0.312
H35 2.161 -1.097 -3.935  0.334
H36 1.691 -1.624 -5.543  0.598
H37 1.554 -4.591 -3.203  0.337
H38 0.598 -5.331 -1.903  0.363
H39 2.333 -5.186 -1.758  0.518
H40 3.176 -2.743 -2.488  0.426
H41 3.381 -3.147 -0.800  0.595
H42 2.673 -1.598 -1.238  0.500
H43 -0.081 -3.734 0.168  0.277
H44 1.236 -2.618 0.605  -0.281
H45 1.544 -4.344 0.447  0.720
O1 2.022 -0.393 0.630  -0.212
P2 3.125 0.484 1.139  1.031
C30 2.392 2.064 1.751  -1.044
P3 0.551 1.987 1.662  0.386
O2 0.184 1.778 0.227  -1.715
C31 -0.175 0.727 2.861  0.783
C32 0.687 0.728 4.081  -1.449
C33 0.521 0.009 5.211  -0.983
C34 -0.394 -1.070 5.401  -0.994
C35 -0.763 -1.902 4.398  -1.183
C36 -0.123 -1.838 3.063  -0.895
C37 0.051 3.624 2.279  1.253
C38 -0.608 3.837 3.487  -0.326
C39 -0.906 5.130 3.889  -0.859
C40 -0.528 6.209 3.106  -0.654
C41 0.134 6.001 1.905  -0.846
C42 0.427 4.712 1.493  -0.674
C43 4.214 0.973 -0.231  0.779
C44 3.559 1.476 -1.352  -0.024
C45 4.291 1.942 -2.428  -1.063
C46 5.678 1.888 -2.382  -0.653
C47 6.328 1.366 -1.274  -0.781
C48 5.598 0.902 -0.190  -0.743
C49 4.046 -0.352 2.458  0.775
C50 4.319 0.182 3.713  -0.406
C51 5.045 -0.563 4.628  -0.777
C52 5.512 -1.825 4.289  -0.600
C53 5.237 -2.362 3.038  -0.789
C54 4.506 -1.626 2.125  -0.726
H46 2.635 2.850 1.028  0.963
H47 2.787 2.371 2.716  0.823
H48 1.399 1.540 4.130  0.563
H49 1.104 0.295 6.079  0.549
H50 -0.754 -1.233 6.408  0.499
H51 -1.452 -2.710 4.595  0.645
H52 -0.344 -2.746 2.505  0.641
H53 -0.881 3.019 4.139  0.356
H54 -1.414 5.289 4.828  0.494
H55 -0.752 7.211 3.437  0.456
H56 0.425 6.843 1.296  0.492
H57 0.936 4.542 0.552  0.337
H58 2.474 1.505 -1.369  0.172
H59 3.788 2.358 -3.289  0.511
H60 6.253 2.251 -3.222  0.445
H61 7.406 1.338 -1.242  0.472
H62 6.100 0.498 0.676  0.537
H63 3.990 1.173 3.990  0.329
H64 5.266 -0.151 5.601  0.480
H65 6.098 -2.388 4.999  0.437
H66 5.608 -3.341 2.775  0.457
H67 4.289 -2.018 1.142  0.501


The lowest energy belongs to which entry?
C54H67As2BN6OPRhS


Which of these has the lowest energy?
C54H67As2BN6OPRhS


Among the records above, which one has the highest M?
C54H67As2BN6OPRhS


Among the records above, which one has the lowest total charge?
C54H64MgNO4